1.
Here is 20 unconnected molecules or ions with the total composition C63H159N7O20 from OMol25. Energies are from wB97M-V/def2-TZVPD.

CARTESIAN COORDINATES (ANGSTROEM)
1 C -20.055 13.314 18.153
2 C -21.477 13.790 18.567
3 C -21.790 13.207 20.013
4 C -21.135 14.055 21.228
5 C -21.547 15.522 21.022
6 C -21.049 16.168 19.697
7 N -21.538 15.307 18.537
8 O -21.346 15.886 17.360
9 C -21.674 17.496 19.626
10 C -19.468 16.330 19.670
11 C -22.577 13.245 17.655
12 H -19.741 13.746 17.203
13 H -20.077 12.243 17.953
14 H -19.321 13.567 18.917
15 H -22.857 13.009 20.114
16 H -21.372 12.200 19.991
17 H -20.052 13.931 21.196
18 H -21.515 13.672 22.175
19 H -21.202 16.153 21.841
20 H -22.629 15.646 20.971
21 H -22.668 17.575 19.186
22 H -21.797 18.005 20.582
23 H -20.989 18.086 19.018
24 H -19.205 17.318 20.050
25 H -18.904 15.646 20.303
26 H -19.240 16.234 18.608
27 H -22.192 13.428 16.652
28 H -23.586 13.657 17.631
29 H -22.731 12.166 17.631
30 H -20.427 15.709 17.147
31 C -16.429 13.030 19.926
32 C -15.740 13.639 18.670
33 C -14.222 13.826 19.055
34 C -13.384 12.557 18.916
35 C -13.516 11.924 17.543
36 C -15.007 11.628 17.136
37 N -15.849 12.871 17.400
38 O -17.130 12.786 16.860
39 C -14.995 11.346 15.627
40 C -15.461 10.372 17.883
41 C -16.269 15.135 18.385
42 H -16.589 13.743 20.735
43 H -16.043 12.087 20.314
44 H -17.407 12.760 19.529
45 H -13.676 14.578 18.485
46 H -14.133 14.147 20.092
47 H -13.680 11.817 19.660
48 H -12.333 12.820 19.033
49 H -12.902 11.023 17.559
50 H -13.070 12.688 16.906
51 H -14.093 10.871 15.241
52 H -15.861 10.714 15.430
53 H -15.026 12.248 15.015
54 H -15.429 10.588 18.951
55 H -16.500 10.154 17.637
56 H -14.795 9.530 17.690
57 H -15.919 15.826 19.152
58 H -17.345 15.234 18.532
59 H -15.904 15.541 17.442
60 H -17.100 13.374 16.102
61 C -20.465 24.804 15.909
62 C -21.004 23.930 17.034
63 C -22.490 24.394 17.201
64 C -23.432 23.431 17.875
65 C -23.435 22.109 17.137
66 C -21.942 21.556 17.099
67 N -21.002 22.487 16.471
68 O -19.808 21.886 16.203
69 C -21.628 21.157 18.565
70 C -22.131 20.270 16.134
71 C -20.128 24.084 18.339
72 H -19.376 24.784 15.956
73 H -20.725 25.860 15.834
74 H -20.698 24.452 14.904
75 H -22.459 25.327 17.765
76 H -22.967 24.551 16.233
77 H -24.470 23.737 18.001
78 H -23.038 23.370 18.890
79 H -23.966 22.180 16.188
80 H -24.114 21.590 17.815
81 H -22.039 20.181 18.822
82 H -20.550 21.004 18.622
83 H -21.820 21.819 19.410
84 H -21.255 19.625 16.054
85 H -23.001 19.697 16.454
86 H -22.362 20.665 15.145
87 H -19.093 23.763 18.216
88 H -20.477 23.458 19.159
89 H -20.029 25.099 18.724
90 H -19.739 22.119 15.274
91 C -13.087 20.743 16.716
92 C -14.080 20.638 17.930
93 C -14.456 22.146 18.153
94 C -15.643 22.448 18.998
95 C -16.853 21.633 18.462
96 C -16.538 20.141 18.408
97 N -15.305 19.875 17.573
98 O -15.045 18.597 17.351
99 C -16.496 19.530 19.888
100 C -17.720 19.476 17.718
101 C -13.410 20.167 19.267
102 H -12.632 19.770 16.529
103 H -12.337 21.501 16.943
104 H -13.519 21.004 15.750
105 H -13.587 22.659 18.564
106 H -14.532 22.686 17.209
107 H -15.899 23.482 18.765
108 H -15.426 22.332 20.060
109 H -17.001 21.897 17.415
110 H -17.780 21.845 18.994
111 H -16.420 18.444 19.835
112 H -15.698 19.963 20.491
113 H -17.412 19.651 20.467
114 H -17.912 19.792 16.693
115 H -17.394 18.439 17.640
116 H -18.609 19.466 18.349
117 H -12.333 20.330 19.217
118 H -13.583 19.118 19.508
119 H -13.769 20.755 20.112
120 H -15.655 18.384 16.641
121 C -19.963 7.435 12.153
122 C -20.076 7.874 13.644
123 C -18.652 7.855 14.166
124 C -18.395 8.518 15.457
125 C -18.859 9.986 15.392
126 C -20.352 10.124 14.923
127 N -20.497 9.334 13.657
128 O -21.760 9.536 13.073
129 C -21.250 9.706 16.130
130 C -20.579 11.618 14.671
131 C -21.037 6.859 14.418
132 H -19.487 8.227 11.575
133 H -20.992 7.510 11.801
134 H -19.525 6.438 12.125
135 H -18.355 6.817 14.315
136 H -17.975 8.397 13.505
137 H -17.370 8.421 15.815
138 H -19.033 8.115 16.244
139 H -18.277 10.548 14.662
140 H -18.660 10.438 16.364
141 H -21.053 10.392 16.954
142 H -22.310 9.681 15.878
143 H -20.991 8.797 16.672
144 H -20.091 12.137 15.496
145 H -20.030 11.956 13.792
146 H -21.663 11.732 14.691
147 H -21.496 6.184 13.694
148 H -21.881 7.387 14.861
149 H -20.479 6.207 15.090
150 H -22.346 9.075 13.678
151 C -14.449 14.965 11.705
152 C -13.230 15.859 12.064
153 C -13.563 17.369 11.618
154 C -12.559 18.356 12.357
155 C -12.795 18.167 13.892
156 C -12.379 16.680 14.383
157 N -13.059 15.715 13.541
158 O -12.981 14.385 13.959
159 C -10.835 16.514 14.194
160 C -12.934 16.526 15.851
161 C -11.944 15.337 11.279
162 H -14.616 15.159 10.645
163 H -15.344 15.255 12.255
164 H -14.267 13.891 11.662
165 H -13.530 17.545 10.543
166 H -14.584 17.622 11.904
167 H -12.868 19.384 12.170
168 H -11.520 18.218 12.056
169 H -13.862 18.357 14.008
170 H -12.385 18.947 14.533
171 H -10.678 15.532 14.640
172 H -10.545 16.525 13.144
173 H -10.309 17.314 14.716
174 H -12.581 17.238 16.597
175 H -13.998 16.694 15.689
176 H -12.852 15.550 16.329
177 H -11.194 16.094 11.052
178 H -12.219 14.852 10.342
179 H -11.443 14.576 11.877
180 H -12.079 14.079 13.839
181 C -18.750 23.696 11.229
182 C -17.424 23.735 12.134
183 C -17.835 24.125 13.582
184 C -16.687 23.930 14.601
185 C -16.379 22.466 14.625
186 C -15.974 21.872 13.273
187 N -16.919 22.303 12.177
188 O -16.486 21.856 10.892
189 C -14.482 22.211 12.830
190 C -16.017 20.331 13.456
191 C -16.391 24.794 11.537
192 H -18.363 23.373 10.263
193 H -19.346 24.607 11.167
194 H -19.511 22.944 11.438
195 H -17.986 25.204 13.554
196 H -18.747 23.644 13.936
197 H -17.081 24.116 15.600
198 H -15.845 24.610 14.473
199 H -17.329 22.065 14.976
200 H -15.544 22.260 15.295
201 H -14.260 21.839 11.830
202 H -14.304 23.284 12.754
203 H -13.760 21.636 13.411
204 H -16.984 19.884 13.685
205 H -15.783 19.715 12.587
206 H -15.526 20.034 14.382
207 H -15.704 25.077 12.334
208 H -16.899 25.662 11.116
209 H -15.734 24.373 10.776
210 H -17.162 21.234 10.612
211 O -15.529 14.676 15.094
212 H -14.674 14.713 14.664
213 H -15.335 14.397 15.989
214 O -24.036 16.010 16.727
215 H -24.673 15.414 17.121
216 H -23.215 15.818 17.181
217 O -17.919 17.374 12.489
218 H -17.462 17.252 11.657
219 H -18.451 16.585 12.589
220 O -22.898 15.829 14.147
221 H -23.355 16.589 13.786
222 H -23.105 15.846 15.081
223 O -16.461 17.436 15.005
224 H -17.010 17.508 14.224
225 H -15.900 16.680 14.835
226 O -17.703 13.979 13.603
227 H -16.928 14.306 14.060
228 H -18.303 13.721 14.302
229 O -18.591 13.347 11.070
230 H -18.445 13.445 12.011
231 H -19.185 14.062 10.843
232 O -21.028 18.476 13.254
233 H -21.749 18.325 13.864
234 H -20.477 17.698 13.335
235 O -19.175 15.744 15.686
236 H -18.397 16.258 15.472
237 H -19.421 15.326 14.861
238 O -19.611 21.100 13.461
239 H -18.738 21.171 13.075
240 H -19.861 20.187 13.321
241 O -24.366 13.858 13.019
242 H -23.849 14.555 13.422
243 H -23.719 13.210 12.739
244 O -20.063 15.616 10.095
245 H -19.823 15.441 9.185
246 H -21.000 15.807 10.064
247 O -20.377 15.853 12.968
248 H -20.346 15.368 12.143
249 H -21.306 15.880 13.195

Properties
strongest force on any atom = 5.6 eV/A
HOMO-LUMO gap = 7.691 eV
electronic energy = -4383.5188 Eh
energy above the lowest of the compared OMol25 structures with the same formula, charge and spin = 82.0 kcal/mol
total charge = 0

Mulliken population analysis, charges in e, atoms 1 to 99: atom 1 (C): -0.20, atom 2 (C): 2.07, atom 3 (C): -1.61, atom 4 (C): -0.50, atom 5 (C): -1.62, atom 6 (C): 2.24, atom 7 (N): 0.80, atom 8 (O): 1.06, atom 9 (C): -1.70, atom 10 (C): -1.25, atom 11 (C): -2.10, atom 12 (H): -0.83, atom 13 (H): 0.41, atom 14 (H): -0.40, atom 15 (H): 0.48, atom 16 (H): 0.40, atom 17 (H): 0.19, atom 18 (H): 0.46, atom 19 (H): 0.44, atom 20 (H): 0.53, atom 21 (H): 0.24, atom 22 (H): 0.37, atom 23 (H): 0.01, atom 24 (H): 0.53, atom 25 (H): 0.26, atom 26 (H): -0.08, atom 27 (H): 0.22, atom 28 (H): 0.31, atom 29 (H): 0.54, atom 30 (H): -0.63, atom 31 (C): -1.38, atom 32 (C): 1.63, atom 33 (C): -1.14, atom 34 (C): -1.00, atom 35 (C): -0.97, atom 36 (C): 1.30, atom 37 (N): 0.25, atom 38 (O): 1.28, atom 39 (C): -0.97, atom 40 (C): -1.46, atom 41 (C): -1.02, atom 42 (H): 0.42, atom 43 (H): 0.34, atom 44 (H): 0.21, atom 45 (H): 0.11, atom 46 (H): 0.51, atom 47 (H): 0.43, atom 48 (H): 0.50, atom 49 (H): 0.53, atom 50 (H): -0.02, atom 51 (H): 0.45, atom 52 (H): -0.09, atom 53 (H): -0.33, atom 54 (H): 0.36, atom 55 (H): 0.02, atom 56 (H): 0.39, atom 57 (H): 0.78, atom 58 (H): -0.60, atom 59 (H): -0.40, atom 60 (H): -0.37, atom 61 (C): -2.13, atom 62 (C): 1.94, atom 63 (C): -1.24, atom 64 (C): -0.91, atom 65 (C): -1.10, atom 66 (C): 1.38, atom 67 (N): 0.03, atom 68 (O): 1.43, atom 69 (C): -1.54, atom 70 (C): -2.09, atom 71 (C): -1.17, atom 72 (H): 0.23, atom 73 (H): 0.40, atom 74 (H): 0.40, atom 75 (H): 0.53, atom 76 (H): 0.42, atom 77 (H): 0.47, atom 78 (H): 0.27, atom 79 (H): 0.43, atom 80 (H): 0.39, atom 81 (H): 0.46, atom 82 (H): 0.03, atom 83 (H): 0.21, atom 84 (H): 0.11, atom 85 (H): 0.59, atom 86 (H): 0.47, atom 87 (H): -0.16, atom 88 (H): 0.32, atom 89 (H): 0.46, atom 90 (H): -0.32, atom 91 (C): -1.75, atom 92 (C): 1.82, atom 93 (C): -1.46, atom 94 (C): -1.28, atom 95 (C): -0.46, atom 96 (C): 2.29, atom 97 (N): 0.64, atom 98 (O): 0.60, atom 99 (C): -1.50

***

2.
Here is 5 unconnected molecules or ions with the total composition C63H44NO17PS from OMol25. Energies are from wB97M-V/def2-TZVPD.

CARTESIAN COORDINATES (ANGSTROEM)
1 N -1.211 -3.697 -1.796
2 C -2.088 -3.142 -0.977
3 C -2.645 -1.704 -1.412
4 C -3.973 -1.945 -2.286
5 O -3.598 -1.330 -3.584
6 S -4.043 0.299 -3.630
7 O -4.784 0.584 -4.914
8 O -2.996 1.325 -3.362
9 O -4.962 0.240 -2.222
10 C -5.320 -1.163 -1.935
11 C -6.481 -1.425 -3.017
12 C -7.436 -2.685 -2.681
13 C -6.663 -4.072 -2.608
14 O -6.148 -4.556 -1.569
15 O -6.551 -4.891 -3.781
16 P -5.914 -1.038 -0.145
17 O -4.834 -0.688 0.871
18 O -7.043 0.268 -0.118
19 O -6.741 -2.399 0.428
20 H -0.919 -4.617 -1.431
21 H -2.409 -3.712 -0.044
22 H -2.757 -0.969 -0.552
23 H -1.841 -1.267 -2.112
24 H -3.995 -3.061 -2.496
25 H -6.099 -1.590 -4.078
26 H -7.166 -0.503 -3.055
27 H -8.158 -2.770 -3.577
28 H -8.088 -2.454 -1.781
29 H -5.684 -5.354 -3.658
30 H -7.336 0.334 -1.064
31 H -7.715 -2.229 0.468
32 C -0.488 2.138 -4.720
33 C -0.092 0.837 -5.026
34 C 1.123 0.350 -4.556
35 C 1.952 1.168 -3.789
36 C 1.567 2.478 -3.504
37 C 0.339 2.958 -3.962
38 C 2.460 3.373 -2.732
39 O 2.123 4.517 -2.478
40 C 3.772 2.858 -2.280
41 C 4.648 3.706 -1.602
42 C 5.878 3.229 -1.161
43 C 6.233 1.901 -1.388
44 C 5.365 1.055 -2.069
45 C 4.137 1.535 -2.524
46 C 3.236 0.635 -3.278
47 O 3.548 -0.527 -3.481
48 H -1.439 2.513 -5.079
49 H -0.732 0.202 -5.629
50 H 1.423 -0.665 -4.793
51 H 0.028 3.971 -3.732
52 H 4.377 4.740 -1.419
53 H 6.560 3.891 -0.638
54 H 7.190 1.526 -1.038
55 H 5.648 0.024 -2.247
56 C -13.793 -5.072 -0.039
57 C -14.251 -6.151 0.714
58 C -13.846 -6.300 2.035
59 C -12.971 -5.375 2.605
60 C -12.494 -4.308 1.844
61 C -12.916 -4.151 0.523
62 C -11.527 -3.346 2.422
63 O -11.111 -2.411 1.758
64 C -11.065 -3.544 3.814
65 C -10.110 -2.680 4.353
66 C -9.680 -2.850 5.665
67 C -10.208 -3.876 6.445
68 C -11.155 -4.742 5.910
69 C -11.578 -4.583 4.590
70 C -12.560 -5.532 4.019
71 O -13.019 -6.433 4.700
72 H -14.117 -4.951 -1.068
73 H -14.926 -6.875 0.270
74 H -14.210 -7.139 2.618
75 H -12.559 -3.316 -0.070
76 H -9.697 -1.877 3.752
77 H -8.934 -2.180 6.080
78 H -9.877 -4.003 7.471
79 H -11.559 -5.542 6.522
80 C 6.246 -2.900 -2.368
81 C 6.642 -4.200 -2.674
82 C 7.857 -4.687 -2.204
83 C 8.687 -3.869 -1.436
84 C 8.301 -2.560 -1.151
85 C 7.073 -2.081 -1.609
86 C 9.193 -1.664 -0.379
87 O 8.854 -0.520 -0.126
88 C 10.505 -2.177 0.074
89 C 11.381 -1.329 0.752
90 C 12.611 -1.806 1.193
91 C 12.967 -3.133 0.965
92 C 12.100 -3.980 0.285
93 C 10.871 -3.501 -0.171
94 C 9.970 -4.402 -0.926
95 O 10.283 -5.563 -1.128
96 H 5.293 -2.523 -2.727
97 H 6.002 -4.835 -3.277
98 H 8.158 -5.702 -2.441
99 H 6.762 -1.068 -1.378
100 H 11.109 -0.295 0.935
101 H 13.292 -1.143 1.715
102 H 13.923 -3.507 1.316
103 H 12.384 -5.012 0.107
104 C 4.227 7.394 -0.122
105 C 3.757 6.320 0.631
106 C 4.159 6.168 1.953
107 C 5.044 7.083 2.523
108 C 5.534 8.144 1.761
109 C 5.115 8.304 0.440
110 C 6.512 9.095 2.339
111 O 6.938 10.024 1.676
112 C 6.971 8.893 3.732
113 C 7.935 9.746 4.272
114 C 8.362 9.572 5.584
115 C 7.821 8.552 6.364
116 C 6.865 7.697 5.829
117 C 6.445 7.860 4.509
118 C 5.452 6.922 3.937
119 O 4.982 6.027 4.618
120 H 3.906 7.517 -1.152
121 H 3.074 5.603 0.186
122 H 3.785 5.332 2.536
123 H 5.482 9.135 -0.153
124 H 8.357 10.544 3.670
125 H 9.115 10.233 5.999
126 H 8.150 8.422 7.390
127 H 6.452 6.902 6.441

Properties
SMILES = [H]/N=C/C[C@@H]1OS(=O)(=O)O[C@]1(CCC(=O)O)P(=O)(O)O.O=C1c2ccccc2C(=O)c2ccccc21.O=C1c2ccccc2C(=O)c2ccccc21.O=C1c2ccccc2C(=O)c2ccccc21.O=C1c2ccccc2C(=O)c2ccccc21
strongest force on any atom = 5.5 eV/A
HOMO-LUMO gap = 8.337 eV
electronic energy = -4500.5800 Eh
energy above the lowest of the compared OMol25 structures with the same formula, charge and spin = 88.4 kcal/mol
total charge = 0

Mulliken population analysis, charges in e, atoms 1 to 99: atom 1 (N): -0.56, atom 2 (C): -0.31, atom 3 (C): -0.34, atom 4 (C): 0.07, atom 5 (O): -0.41, atom 6 (S): 1.22, atom 7 (O): -0.61, atom 8 (O): -0.47, atom 9 (O): -0.51, atom 10 (C): 0.44, atom 11 (C): -1.08, atom 12 (C): -0.36, atom 13 (C): 0.47, atom 14 (O): -0.52, atom 15 (O): -0.51, atom 16 (P): 0.91, atom 17 (O): -0.68, atom 18 (O): -0.57, atom 19 (O): -0.45, atom 20 (H): 0.25, atom 21 (H): 0.38, atom 22 (H): 0.44, atom 23 (H): 0.14, atom 24 (H): 0.40, atom 25 (H): 0.42, atom 26 (H): 0.51, atom 27 (H): 0.44, atom 28 (H): 0.21, atom 29 (H): 0.39, atom 30 (H): 0.40, atom 31 (H): 0.31, atom 32 (C): -0.51, atom 33 (C): -0.46, atom 34 (C): -0.55, atom 35 (C): 0.11, atom 36 (C): 0.09, atom 37 (C): -0.51, atom 38 (C): 0.46, atom 39 (O): -0.70, atom 40 (C): 0.48, atom 41 (C): -0.80, atom 42 (C): -0.63, atom 43 (C): -0.28, atom 44 (C): -0.64, atom 45 (C): 0.21, atom 46 (C): 0.36, atom 47 (O): -0.68, atom 48 (H): 0.38, atom 49 (H): 0.49, atom 50 (H): 0.46, atom 51 (H): 0.46, atom 52 (H): 0.73, atom 53 (H): 0.46, atom 54 (H): 0.49, atom 55 (H): 0.53, atom 56 (C): -0.48, atom 57 (C): -0.45, atom 58 (C): -0.57, atom 59 (C): 0.23, atom 60 (C): 0.22, atom 61 (C): -0.56, atom 62 (C): 0.63, atom 63 (O): -0.71, atom 64 (C): 0.28, atom 65 (C): -0.61, atom 66 (C): -0.52, atom 67 (C): -0.45, atom 68 (C): -0.59, atom 69 (C): 0.24, atom 70 (C): 0.54, atom 71 (O): -0.66, atom 72 (H): 0.39, atom 73 (H): 0.40, atom 74 (H): 0.46, atom 75 (H): 0.48, atom 76 (H): 0.49, atom 77 (H): 0.40, atom 78 (H): 0.40, atom 79 (H): 0.47, atom 80 (C): -0.23, atom 81 (C): -0.60, atom 82 (C): -0.64, atom 83 (C): 0.40, atom 84 (C): 0.02, atom 85 (C): -0.44, atom 86 (C): 0.39, atom 87 (O): -0.68, atom 88 (C): 0.09, atom 89 (C): -0.46, atom 90 (C): -0.49, atom 91 (C): -0.47, atom 92 (C): -0.52, atom 93 (C): 0.14, atom 94 (C): 0.61, atom 95 (O): -0.67, atom 96 (H): 0.50, atom 97 (H): 0.40, atom 98 (H): 0.46, atom 99 (H): 0.50

***

Look up the energy above the lowest of the compared OMol25 structures with the same formula, charge and spin of the first one. 82.0 kcal/mol